{"formula": "C23H26BrFIrN2O11P2", "method": "ωB97M-V with the def2-TZVPD basis set", "symbols": ["Ir", "N", "C", "C", "P", "O", "O", "O", "P", "O", "O", "O", "H", "H", "H", "H", "H", "H", "H", "H", "Br", "C", "C", "C", "C", "C", "C", "C", "C", "C", "C", "H", "H", "H", "H", "H", "H", "F", "O", "C", "O", "C", "C", "C", "C", "O", "C", "O", "C", "C", "H", "H", "H", "H", "H", "C", "N", "C", "C", "O", "H", "H", "H", "H", "H", "H", "H"], "coordinates": [[-0.38, 0.53, 0.51], [-3.46, -2.73, -1.89], [-3.45, -2.23, -0.49], [-4.57, -2.82, 0.31], [-3.51, -0.38, -0.72], [-5.09, -0.14, -0.40], [-3.26, -0.21, -2.19], [-2.74, 0.43, 0.27], [-1.73, -2.71, 0.10], [-2.14, -3.86, 1.19], [-1.12, -3.33, -1.11], [-0.97, -1.68, 0.87], [-4.27, -3.30, -2.12], [-2.53, -3.23, -1.97], [-3.42, -1.82, -2.45], [-5.53, -2.56, -0.13], [-4.55, -2.42, 1.32], [-4.47, -3.90, 0.38], [-5.24, 0.81, -0.33], [-1.36, -4.03, 1.72], [-1.14, 3.40, 0.06], [-0.84, 3.30, -1.84], [-0.89, 4.47, -2.56], [-0.74, 4.43, -3.95], [-0.60, 3.22, -4.59], [-0.57, 2.02, -3.87], [-0.47, 0.78, -4.53], [-0.37, -0.39, -3.81], [-0.35, -0.35, -2.42], [-0.47, 0.84, -1.72], [-0.63, 2.04, -2.44], [-1.04, 5.40, -2.06], [-0.74, 5.35, -4.51], [-0.51, 3.19, -5.67], [-0.47, 0.76, -5.61], [-0.30, -1.34, -4.32], [-0.25, -1.28, -1.88], [0.94, 1.73, 1.62], [2.36, 0.58, -1.87], [2.51, 0.15, -0.74], [1.67, -0.39, 0.03], [3.91, 0.27, -0.12], [4.00, 0.62, 1.22], [5.23, 0.82, 1.83], [6.36, 0.65, 1.05], [7.67, 0.79, 1.39], [8.41, 0.46, 0.24], [7.52, 0.15, -0.82], [6.26, 0.27, -0.30], [5.05, 0.09, -0.91], [3.09, 0.74, 1.79], [5.31, 1.10, 2.87], [9.05, -0.42, 0.45], [9.06, 1.30, -0.05], [4.97, -0.19, -1.95], [-2.30, -1.50, 5.28], [-1.67, -0.38, 4.63], [-0.73, 0.47, 5.35], [-1.83, -0.16, 3.32], [-1.27, 0.76, 2.73], [-2.14, -1.45, 6.36], [-1.90, -2.45, 4.92], [-3.38, -1.49, 5.11], [-0.82, 0.30, 6.42], [-0.95, 1.51, 5.12], [0.29, 0.26, 5.03], [-2.51, -0.85, 2.83]], "lowdin_charge": [1.485, 0.128, -0.486, -0.083, 0.361, -0.128, -0.281, -0.391, 0.372, -0.135, -0.290, -0.376, 0.161, 0.108, 0.107, 0.085, 0.088, 0.086, 0.075, 0.073, 0.862, -0.541, -0.125, -0.077, -0.027, -0.152, -0.016, -0.054, -0.124, -0.145, -0.204, 0.097, 0.104, 0.114, 0.113, 0.112, 0.077, -0.495, 0.071, -0.608, -0.061, -0.120, -0.022, 0.015, -0.205, 0.031, -0.166, 0.032, -0.191, 0.071, 0.094, 0.115, 0.137, 0.137, 0.130, -0.038, -0.169, -0.021, -0.315, -0.089, 0.087, 0.092, 0.093, 0.086, 0.097, 0.104, 0.136], "multiplicity": 2, "total_charge": 0, "orbital_gap_ha": [0.1913, 0.2130], "fmax_ev_per_a": 5.14, "e_above_lowest_kj_mol": 485.2, "s2": 0.796}


{"formula": "C23H28N4O2", "method": "ωB97M-V with the def2-TZVPD basis set", "symbols": ["O", "C", "H", "H", "C", "C", "C", "N", "C", "C", "H", "H", "H", "H", "C", "C", "C", "C", "C", "N", "C", "N", "C", "C", "C", "N", "H", "H", "H", "H", "H", "H", "H", "H", "H", "H", "H", "H", "C", "C", "H", "O", "C", "C", "C", "C", "C", "C", "H", "H", "H", "H", "H", "H", "H", "H", "H"], "coordinates": [[-2.20, 2.12, 1.17], [-1.13, 1.27, 1.49], [-1.52, 0.30, 1.84], [-0.62, 1.74, 2.33], [-0.11, 1.03, 0.35], [0.86, -0.09, 0.79], [0.23, -1.49, 0.77], [-0.41, -1.83, -0.48], [-1.38, -0.83, -0.85], [-0.80, 0.59, -0.95], [-1.59, 1.29, -1.23], [-0.06, 0.60, -1.76], [-1.83, -1.12, -1.81], [-2.17, -0.85, -0.09], [0.52, -2.19, -1.54], [1.18, -3.48, -1.23], [2.49, -3.72, -0.92], [2.63, -5.10, -0.61], [1.40, -5.66, -0.72], [0.50, -4.68, -1.10], [-0.83, -4.94, -1.33], [-1.57, -4.02, -1.94], [-2.84, -4.30, -2.12], [-3.41, -5.49, -1.71], [-2.55, -6.40, -1.10], [-1.27, -6.13, -0.91], [-2.88, -7.37, -0.76], [-4.46, -5.71, -1.86], [-3.42, -3.54, -2.63], [1.06, -6.66, -0.57], [3.54, -5.60, -0.33], [3.28, -2.99, -0.91], [1.32, -1.44, -1.70], [-0.05, -2.28, -2.46], [1.00, -2.23, 0.98], [-0.53, -1.57, 1.56], [1.72, -0.09, 0.12], [1.23, 0.13, 1.79], [0.72, 2.30, 0.11], [-0.05, 3.50, -0.46], [-0.31, 3.33, -1.50], [0.75, 4.66, -0.48], [0.98, 5.35, 0.68], [0.36, 5.10, 1.90], [0.67, 5.88, 3.00], [1.58, 6.92, 2.90], [2.19, 7.17, 1.68], [1.90, 6.39, 0.58], [2.36, 6.58, -0.37], [2.90, 7.98, 1.59], [1.81, 7.52, 3.76], [0.18, 5.68, 3.94], [-0.36, 4.30, 2.01], [-0.98, 3.67, 0.10], [1.17, 2.61, 1.06], [1.54, 2.08, -0.58], [-2.76, 1.69, 0.51]], "lowdin_charge": [-0.056, -0.202, 0.115, 0.130, -0.429, -0.109, -0.165, -0.165, -0.179, -0.110, 0.114, 0.125, 0.113, 0.122, -0.145, -0.214, -0.045, -0.072, -0.070, 0.031, -0.302, 0.151, -0.114, -0.046, -0.121, 0.142, 0.110, 0.097, 0.111, 0.106, 0.093, 0.105, 0.122, 0.113, 0.119, 0.116, 0.114, 0.126, -0.107, -0.181, 0.130, -0.041, -0.268, -0.023, -0.088, -0.109, -0.092, -0.013, 0.115, 0.102, 0.096, 0.103, 0.099, 0.110, 0.122, 0.127, 0.087], "total_charge": 0, "orbital_gap_ha": 0.3221, "fmax_ev_per_a": 1.31, "smiles": "OCC1(CCOc2ccccc2)CCN(Cc2cccn2-c2ncccn2)CC1", "e_above_lowest_kj_mol": 272.3}


{"formula": "C20H26AsMoN5O3", "method": "ωB97M-V with the def2-TZVPD basis set", "symbols": ["Mo", "N", "C", "C", "C", "C", "C", "C", "C", "C", "C", "C", "C", "C", "N", "C", "C", "C", "C", "N", "H", "H", "H", "H", "H", "H", "H", "H", "H", "H", "C", "As", "C", "C", "O", "H", "H", "H", "H", "H", "H", "H", "H", "H", "N", "N", "H", "H", "H", "H", "C", "O", "H", "H", "H", "O"], "coordinates": [[-1.74, -0.09, 0.39], [8.70, -1.52, 1.18], [7.56, -1.38, 1.09], [6.14, -1.20, 0.98], [5.32, -2.28, 0.66], [3.96, -2.10, 0.55], [3.39, -0.85, 0.77], [4.21, 0.23, 1.09], [5.58, 0.06, 1.20], [1.91, -0.65, 0.65], [1.21, -0.46, 1.82], [1.77, -0.49, 3.14], [0.74, -0.30, 4.01], [-0.43, -0.14, 3.21], [-0.17, -0.24, 1.92], [1.40, -0.68, -0.66], [2.13, -0.83, -1.86], [1.22, -0.76, -2.90], [-0.04, -0.55, -2.29], [0.06, -0.53, -0.96], [5.77, -3.25, 0.49], [3.32, -2.93, 0.29], [3.76, 1.20, 1.26], [6.22, 0.90, 1.44], [2.81, -0.65, 3.38], [0.77, -0.27, 5.09], [-1.44, 0.03, 3.54], [3.20, -0.97, -1.94], [1.41, -0.82, -3.96], [-1.00, -0.41, -2.77], [-2.94, 2.61, -2.73], [-3.87, 1.44, -1.53], [-5.53, 0.97, -2.37], [-4.35, 2.37, 0.08], [-3.06, -0.01, -1.30], [-3.53, 3.50, -2.92], [-2.76, 2.07, -3.66], [-2.00, 2.86, -2.25], [-6.13, 1.85, -2.57], [-6.07, 0.30, -1.70], [-5.32, 0.44, -3.30], [-5.04, 3.17, -0.18], [-3.44, 2.74, 0.53], [-4.83, 1.65, 0.75], [-3.07, -2.95, 0.25], [-1.78, -2.34, 0.07], [-3.22, -3.66, -0.46], [-3.75, -2.21, 0.10], [-1.44, -2.44, -0.89], [-1.12, -2.83, 0.67], [-0.28, 2.53, 0.21], [-1.43, 1.81, -0.14], [0.62, 2.11, -0.25], [-0.12, 2.55, 1.30], [-0.37, 3.57, -0.13], [-2.90, -0.15, 1.61]], "lowdin_charge": [1.487, 0.154, -0.184, -0.232, -0.015, -0.010, -0.196, -0.007, -0.013, -0.057, -0.244, -0.029, -0.067, -0.146, -0.059, -0.274, -0.031, -0.080, -0.174, -0.077, 0.121, 0.128, 0.130, 0.121, 0.109, 0.094, 0.096, 0.107, 0.089, 0.089, -0.186, 1.022, -0.205, -0.198, -0.620, 0.043, 0.045, 0.027, 0.040, 0.041, 0.040, 0.043, 0.030, 0.041, -0.029, -0.156, 0.069, 0.042, 0.078, 0.095, -0.224, -0.554, 0.064, 0.068, 0.068, -0.513], "total_charge": 0, "orbital_gap_ha": 0.2178, "fmax_ev_per_a": 0.29, "e_above_lowest_kj_mol": 0.0}


{"formula": "C3H3FOS", "method": "ωB97M-V with the def2-TZVPD basis set", "symbols": ["C", "C", "C", "H", "H", "H", "O", "F", "S"], "coordinates": [[-0.68, 0.30, 0.91], [-1.82, -0.21, -0.03], [0.18, 0.19, -0.34], [-0.82, 1.22, 1.46], [-2.51, 0.71, -0.25], [-2.22, -1.18, 0.13], [-0.80, -0.27, -1.07], [-0.23, -0.68, 1.79], [1.74, 0.36, -0.76]], "lowdin_charge": [-0.246, -0.023, -0.846, 0.146, 0.163, 0.119, -0.039, -0.004, 0.731], "total_charge": 0, "orbital_gap_ha": 0.3391, "fmax_ev_per_a": 3.34, "smiles": "F[C@@H]1COC1=S", "e_above_lowest_kj_mol": 103.3}


{"formula": "C16H40BrN2O2", "method": "ωB97M-V with the def2-TZVPD basis set", "symbols": ["C", "C", "N", "C", "C", "C", "C", "C", "O", "C", "H", "H", "H", "H", "H", "H", "H", "H", "H", "H", "H", "H", "H", "H", "H", "H", "H", "H", "H", "H", "C", "C", "N", "C", "C", "C", "C", "C", "O", "C", "H", "H", "H", "H", "H", "H", "H", "H", "H", "H", "H", "H", "H", "H", "H", "H", "H", "H", "H", "H", "Br"], "coordinates": [[-1.49, -2.17, -3.38], [-2.30, -1.21, -2.56], [-1.60, 0.08, -2.06], [-0.15, -0.29, -1.54], [-1.31, 0.95, -3.30], [-0.58, 2.33, -2.84], [-2.53, 0.74, -1.04], [-2.81, -0.07, 0.25], [-1.78, -0.98, 0.67], [-2.29, -1.75, 1.78], [-2.04, -3.10, -3.57], [-0.51, -2.39, -2.96], [-1.33, -1.69, -4.34], [-2.42, -1.77, -1.64], [-3.25, -0.93, -3.01], [-0.13, -1.24, -1.01], [0.17, 0.45, -0.79], [0.49, -0.41, -2.41], [-2.28, 1.32, -3.64], [-0.77, 0.32, -4.00], [0.29, 2.26, -2.19], [-1.38, 2.86, -2.33], [-0.30, 2.91, -3.72], [-3.38, 1.05, -1.64], [-2.05, 1.66, -0.71], [-3.75, -0.61, 0.16], [-3.09, 0.60, 1.06], [-2.12, -1.36, 2.79], [-1.82, -2.73, 1.74], [-3.36, -1.80, 1.95], [-0.05, 1.90, 1.61], [0.49, 0.52, 1.04], [1.34, -0.39, 2.02], [0.30, -0.81, 3.14], [1.84, -1.63, 1.19], [0.74, -2.38, 0.42], [2.53, 0.33, 2.80], [3.65, 0.76, 1.94], [3.13, 1.47, 0.86], [4.04, 2.02, -0.03], [0.83, 2.39, 2.04], [-0.82, 1.83, 2.39], [-0.36, 2.48, 0.74], [1.09, 0.59, 0.13], [-0.41, -0.01, 0.72], [-0.06, 0.08, 3.65], [0.64, -1.48, 3.92], [-0.46, -1.39, 2.63], [2.42, -2.15, 1.95], [2.50, -1.07, 0.52], [1.18, -3.25, -0.08], [0.20, -1.86, -0.36], [-0.07, -2.71, 1.07], [2.91, -0.39, 3.52], [2.20, 1.27, 3.23], [4.27, -0.07, 1.61], [4.48, 1.24, 2.47], [4.79, 1.35, -0.45], [4.58, 2.90, 0.33], [3.38, 2.41, -0.80], [-1.43, 3.02, 0.05]], "lowdin_charge": [-0.067, -0.161, -0.204, 0.018, -0.105, -0.087, -0.173, -0.165, -0.249, -0.085, 0.099, 0.079, 0.077, 0.117, 0.141, 0.007, 0.046, 0.125, 0.124, 0.109, 0.052, -0.021, 0.079, 0.143, -0.214, 0.119, 0.131, 0.086, 0.097, 0.107, -0.257, -0.163, -0.159, 0.025, -0.077, -0.023, -0.060, -0.254, -0.187, -0.089, 0.066, 0.070, -0.422, 0.087, 0.057, 0.105, 0.106, 0.027, 0.132, 0.119, 0.107, -0.004, 0.062, 0.138, 0.132, 0.122, 0.144, 0.097, 0.097, 0.096, 0.678], "total_charge": 1, "orbital_gap_ha": 0.2364, "fmax_ev_per_a": 13.29, "e_above_lowest_kj_mol": 1063.6}


{"formula": "C32H32N4O3", "method": "ωB97M-V with the def2-TZVPD basis set", "symbols": ["C", "C", "O", "C", "C", "C", "C", "C", "C", "C", "O", "C", "C", "C", "C", "C", "C", "C", "O", "H", "H", "H", "H", "H", "H", "H", "H", "H", "H", "H", "H", "N", "C", "C", "C", "C", "H", "H", "H", "H", "H", "N", "C", "C", "C", "C", "H", "H", "H", "H", "H", "N", "C", "C", "C", "C", "H", "H", "H", "H", "H", "N", "C", "C", "C", "C", "H", "H", "H", "H", "H"], "coordinates": [[-3.76, 0.84, -0.09], [-2.94, -0.36, 0.46], [-1.57, -0.13, 0.11], [-0.74, 0.01, 1.17], [-1.01, 0.78, 2.31], [-0.08, 0.88, 3.31], [1.18, 0.26, 3.25], [1.45, -0.48, 2.11], [0.50, -0.61, 1.09], [0.91, -1.47, -0.10], [0.17, -2.29, -0.61], [2.34, -1.24, -0.55], [2.69, -1.19, -1.87], [4.05, -0.92, -2.16], [4.98, -0.72, -1.16], [4.63, -0.82, 0.20], [3.32, -1.07, 0.49], [2.79, -1.16, 1.91], [3.39, -1.74, 2.80], [-3.29, 1.77, 0.26], [-3.65, 0.82, -1.18], [-4.82, 0.78, 0.20], [-3.30, -1.24, -0.09], [-3.11, -0.54, 1.53], [-1.95, 1.32, 2.41], [-0.27, 1.49, 4.20], [1.94, 0.33, 4.03], [1.98, -1.36, -2.67], [4.37, -0.87, -3.20], [6.01, -0.49, -1.41], [5.34, -0.67, 1.00], [2.92, 2.40, -0.49], [3.76, 3.28, -1.12], [3.81, 4.43, -0.38], [2.97, 4.24, 0.75], [2.44, 2.98, 0.65], [2.70, 1.47, -0.80], [4.25, 3.01, -2.04], [4.38, 5.31, -0.62], [2.77, 4.95, 1.53], [1.76, 2.45, 1.29], [0.90, -3.35, -6.03], [0.38, -2.92, -4.84], [0.08, -4.02, -4.08], [0.43, -5.17, -4.84], [0.94, -4.72, -6.04], [1.21, -2.76, -6.78], [0.27, -1.87, -4.63], [-0.35, -4.01, -3.09], [0.33, -6.20, -4.55], [1.32, -5.26, -6.89], [-5.29, 3.58, -2.15], [-4.45, 4.46, -2.77], [-4.41, 5.61, -2.01], [-5.26, 5.40, -0.89], [-5.78, 4.14, -1.00], [-5.51, 2.66, -2.49], [-3.96, 4.21, -3.69], [-3.84, 6.49, -2.24], [-5.46, 6.09, -0.09], [-6.46, 3.59, -0.37], [0.15, -2.94, 4.75], [-1.05, -2.45, 4.30], [-2.00, -2.77, 5.23], [-1.35, -3.47, 6.28], [-0.02, -3.55, 5.96], [1.03, -2.86, 4.26], [-1.10, -1.93, 3.36], [-3.05, -2.52, 5.17], [-1.81, -3.86, 7.18], [0.81, -4.00, 6.47]], "lowdin_charge": [-0.070, -0.219, -0.036, -0.228, -0.009, -0.058, -0.017, -0.116, -0.020, -0.246, 0.135, -0.092, -0.006, -0.064, -0.064, -0.005, -0.092, -0.266, 0.120, 0.076, 0.074, 0.077, 0.126, 0.119, 0.126, 0.117, 0.128, 0.112, 0.110, 0.110, 0.130, 0.024, -0.142, -0.114, -0.110, -0.131, 0.113, 0.103, 0.089, 0.090, 0.095, -0.003, -0.154, -0.106, -0.109, -0.145, 0.141, 0.101, 0.088, 0.090, 0.104, 0.000, -0.143, -0.113, -0.114, -0.152, 0.138, 0.104, 0.090, 0.089, 0.103, 0.017, -0.138, -0.111, -0.116, -0.140, 0.134, 0.093, 0.087, 0.088, 0.105], "total_charge": 0, "orbital_gap_ha": 0.2748, "fmax_ev_per_a": 1.83, "smiles": "CCOc1cccc2c1C(=O)c1ccccc1C2=O.c1cc[nH]c1.c1cc[nH]c1.c1cc[nH]c1.c1cc[nH]c1", "e_above_lowest_kj_mol": 91.3}